(1)
ORCA calculation (ωB97M-V/def2-TZVPD) on a molecular structure, C44H38N8O9S2Sc in a non-equilibrium geometry.

## Properties
Charge: -1
LUMO level, eV: 1.48
Total energy, Eh: -4371.91127
E_HOMO, eV: -5.5

Each line ends with the Mulliken charge.
CARTESIAN COORDINATES (ANGSTROEM)
Sc1 1.60047 -12.57409 20.22464  -1.288
C1 -2.21997 -17.44316 17.97705  -0.805
O1 -2.89753 -16.19625 18.19530  -0.235
C2 -2.96786 -15.43604 17.03522  0.346
C3 -4.15686 -15.37884 16.42379  -0.529
C4 -4.27570 -14.61611 15.27169  -0.598
C5 -3.13885 -14.02503 14.75352  -1.022
C6 -1.92817 -14.03421 15.42470  -0.800
C7 -1.81876 -14.81936 16.57034  0.688
N1 -0.62335 -14.91626 17.27186  0.948
C8 -0.32771 -14.36804 18.47531  -0.675
N2 -1.31764 -14.21298 19.37025  0.372
C9 -1.29392 -13.96718 20.78815  -0.320
C10 -0.18318 -13.41548 21.38572  1.717
C11 -0.32558 -13.27150 22.83845  -0.537
C12 -1.44986 -13.64335 23.52163  -0.996
C13 -2.55008 -14.10640 22.89320  -0.846
C14 -2.45970 -14.23222 21.50689  0.927
O2 -3.50725 -14.67336 20.72760  -0.200
C15 -4.79540 -14.38828 21.15604  -0.982
N3 0.86607 -14.10817 18.83819  1.363
C16 1.94912 -14.88615 18.30567  -1.517
C17 2.94063 -14.34231 17.53142  -0.042
C18 4.04197 -15.12185 17.20992  -0.996
C19 4.12441 -16.43944 17.68077  -0.787
C20 3.10590 -16.98724 18.48948  -0.343
C21 1.95034 -16.23375 18.70940  0.954
O3 0.84731 -16.71028 19.36920  0.057
C22 0.99818 -17.83495 20.11670  -0.934
H1 -1.22359 -17.28346 17.52095  0.216
H2 -2.79454 -18.01116 17.19571  0.317
H3 -2.05424 -17.91830 18.92738  0.295
H4 -5.01542 -15.83101 16.86938  0.498
H5 -5.23773 -14.60046 14.78958  0.413
H6 -3.19355 -13.48095 13.83548  0.427
H7 -1.06838 -13.49679 15.00056  0.234
H8 0.15924 -14.79131 16.62407  0.430
H9 -2.26468 -14.27871 19.03216  0.382
H10 0.44459 -12.85033 23.47518  0.336
H11 -1.42800 -13.43942 24.61089  0.323
H12 -3.41385 -14.46441 23.43259  0.257
H13 -5.51965 -14.64206 20.34728  0.190
H14 -4.87747 -13.35088 21.33518  0.453
H15 -4.97579 -14.98097 22.06064  0.296
H16 2.97356 -13.30043 17.36296  0.537
H17 4.90988 -14.64442 16.74734  0.374
H18 5.10436 -16.93851 17.70973  0.294
H19 3.35505 -17.93415 18.93091  0.395
H20 0.07505 -17.91792 20.73861  0.309
H21 1.81774 -17.76534 20.86643  0.232
H22 1.18287 -18.73955 19.54052  0.316
C23 1.48819 -10.21838 11.54291  -1.489
C24 1.36425 -10.22592 13.03369  1.232
C25 1.10882 -9.11198 13.82534  -0.931
C26 0.82058 -9.26966 15.13824  0.024
C27 0.80428 -10.51389 15.80755  -0.902
C28 1.24654 -11.62771 15.04813  -0.349
C29 1.52125 -11.45382 13.69295  -0.905
S1 -0.07032 -10.69481 17.37655  1.000
O4 -0.70585 -9.41656 17.67712  -0.757
O5 -0.92386 -11.86838 17.20270  -0.589
N4 1.05527 -11.02116 18.37035  0.944
C30 1.96809 -9.81828 18.47134  -0.996
C31 3.13761 -10.05867 19.46307  0.123
O6 3.86632 -9.17226 19.83031  -0.760
O7 3.25549 -11.29141 19.85551  -0.394
H23 0.87555 -10.98991 11.11696  0.362
H24 2.51065 -10.51736 11.29982  0.340
H25 1.26206 -9.21414 11.14970  0.338
H26 0.87839 -8.14969 13.36128  0.255
H27 0.39873 -8.44144 15.72609  0.394
H28 1.24011 -12.60421 15.45597  0.621
H29 1.77236 -12.32709 13.04562  0.275
H30 1.43323 -8.97430 18.86613  0.377
H31 2.35553 -9.56293 17.49567  0.732
O8 3.51862 -8.92568 26.67926  -0.519
N5 3.71195 -8.27559 25.63305  0.868
O9 4.32714 -7.26039 25.59907  -0.580
C32 3.03888 -8.78011 24.42103  0.310
C33 2.11315 -8.01617 23.86379  -0.770
C34 1.27811 -8.57768 22.86310  1.221
C35 0.18544 -7.88793 22.38335  -0.996
C36 -0.58836 -8.45328 21.44611  -1.128
C37 -0.25300 -9.69255 20.90357  -0.498
N6 0.73369 -10.45577 21.38090  0.693
C38 1.47852 -9.88496 22.37587  -0.602
C39 2.55292 -10.65717 22.94199  -0.176
N7 2.79166 -11.86714 22.45394  0.714
C40 3.86784 -12.51940 22.87771  -0.297
C41 4.73283 -11.94419 23.87342  -1.213
C42 4.49054 -10.76062 24.35998  -0.935
C43 3.31916 -10.08653 23.90727  1.334
H32 1.97618 -6.96991 24.22994  0.351
H33 -0.00446 -6.89810 22.75715  0.432
H34 -1.41712 -7.94172 20.98758  0.478
H35 -0.91276 -10.04724 20.09024  0.474
H36 4.09728 -13.38384 22.30329  0.101
H37 5.58565 -12.51046 24.09513  0.573
H38 5.06901 -10.33014 25.22037  0.346
S2 4.31260 -16.50560 21.87685  -0.438
C44 3.57632 -15.30026 21.04017  0.517
N8 3.13146 -14.30761 20.62755  -0.646

(2)
ORCA calculation (ωB97M-V/def2-TZVPD) on a molecular structure, C44H40BrCoFN6.

## Properties
Charge: 0
LUMO level (spin up / spin down), eV: -0.78 / -1.21
Total energy, Eh: -6085.59663
E_HOMO (spin up / spin down), eV: -6.7 / -6.7
Multiplicity: 4
Expectation value of S²: 3.832

Each line ends with the Löwdin spin population.
CARTESIAN COORDINATES (ANGSTROEM)
Co1 -0.13024 1.14477 0.28697  1.017
C1 -0.69684 -4.64916 0.00390  0.001
C2 -0.08824 -3.24970 0.19103  0.000
C3 1.42752 -3.42567 0.31706  0.006
C4 -0.74116 -2.51648 1.35443  0.000
C5 -0.67545 -3.16805 2.58717  0.000
C6 -1.24387 -2.63955 3.72795  0.000
C7 -1.95069 -1.45691 3.60984  0.000
C8 -2.07344 -0.78571 2.39593  0.001
C9 -2.94999 0.45706 2.41612  0.001
C10 -2.14052 1.75290 2.42133  0.026
C11 -4.07455 0.39688 1.38083  0.000
C12 -1.41443 -1.27162 1.24244  0.000
N1 -1.34308 -0.41202 0.09599  -0.011
C13 -1.82586 -0.83791 -1.10354  0.007
C14 -2.40853 -2.01636 -1.44809  0.003
C15 -2.64198 -2.10750 -2.90585  0.017
C16 -1.61239 -1.02244 -4.55895  0.094
C17 -0.45820 -0.14093 -4.39606  0.616
C18 -0.31682 0.23800 -2.96574  0.108
F1 0.13371 1.56053 -2.90052  0.030
H1 -0.46657 -5.03369 -0.99338  0.001
H2 -1.77655 -4.65963 0.13035  0.000
H3 -0.27619 -5.35089 0.72958  0.000
H4 -0.28597 -2.67335 -0.69904  0.000
H5 1.69983 -3.89761 1.26512  0.000
H6 1.96680 -2.48281 0.23656  0.005
H7 1.79234 -4.08002 -0.48087  0.000
H8 -0.16338 -4.12276 2.64148  0.000
H9 -1.17096 -3.15211 4.67905  0.000
H10 -2.44541 -1.04175 4.48080  0.000
H11 -3.44837 0.43012 3.38939  0.001
H12 -1.53225 1.87634 1.52631  0.011
H13 -1.47564 1.77190 3.28856  0.000
H14 -2.80012 2.62338 2.47156  0.002
H15 -3.70084 0.23793 0.37116  0.000
H16 -4.66552 1.31643 1.40066  0.000
H17 -4.74165 -0.43542 1.61294  0.000
H18 -2.60317 -2.82058 -0.76041  0.000
H19 -3.51038 -2.68336 -3.22112  0.001
H20 -2.02449 -1.09038 -5.56177  0.008
H21 0.32465 0.05256 -5.11688  0.033
Br1 -1.88082 -3.88347 -5.16196  0.020
C19 -1.41732 -2.44858 -3.90655  0.081
C20 -0.06954 -2.77440 -3.33661  0.236
C21 0.81600 -1.99946 -2.64696  0.001
C22 0.70636 -0.62790 -2.28087  0.330
C23 -1.73800 0.07009 -2.33854  0.031
C24 -2.57811 -0.66261 -3.40954  0.020
N2 1.37705 -0.03380 -1.25994  0.022
C25 2.52169 -0.40656 -0.78780  0.251
C26 2.22613 1.21155 1.21452  0.003
C27 3.42882 1.48232 2.08064  -0.001
C28 3.01252 2.04676 3.38954  -0.003
C29 1.99178 2.91133 3.29015  0.001
C30 1.22521 3.08010 2.03683  -0.004
N3 1.30376 2.29403 1.02596  -0.003
H22 0.20471 -3.81930 -3.41834  0.011
H23 1.65874 -2.53770 -2.22231  -0.003
H24 -2.10178 1.07075 -2.12491  0.003
H25 -3.51334 -0.16456 -3.65330  0.001
H26 3.11035 -1.22258 -1.21064  0.008
H27 4.02927 2.24215 1.57471  0.000
H28 3.53079 1.88182 4.32679  0.000
H29 1.64491 3.48183 4.14172  0.000
H30 0.44755 3.83934 1.99725  0.000
N4 -3.45271 7.19269 -2.29717  0.000
C31 -2.95392 6.22653 -1.92095  0.000
C32 -2.32985 5.02034 -1.44690  0.000
C33 -0.94597 4.87027 -1.52660  -0.002
C34 -0.35325 3.71112 -1.05668  -0.006
C35 -1.08994 2.65258 -0.50125  -0.048
C36 -2.47551 2.84134 -0.44693  -0.005
C37 -3.09706 3.99376 -0.90619  -0.001
H31 -0.34709 5.66178 -1.96050  0.000
H32 0.72263 3.61793 -1.15381  0.000
H33 -3.10311 2.06035 -0.03434  0.000
H34 -4.17309 4.10178 -0.84417  0.000
N5 3.23810 -0.96486 2.19770  0.001
C38 1.88834 -0.85658 2.21370  0.003
N6 1.31469 0.17259 1.71216  0.007
C39 3.17317 0.52661 0.19524  0.027
C40 4.06559 1.40984 -0.63459  0.005
C41 5.39615 1.37574 -0.53168  0.020
C42 6.08293 0.52577 0.44771  0.001
C43 5.41525 -0.10671 1.41249  0.010
C44 3.95069 0.10546 1.53392  0.007
H35 3.70976 -1.77246 2.56431  0.000
H36 1.30147 -1.66558 2.63601  0.000
H37 3.57528 1.99583 -1.40522  -0.001
H38 6.00159 1.96949 -1.20507  0.002
H39 7.15683 0.41473 0.36825  0.000
H40 5.92114 -0.74589 2.12844  0.001

Calculated values (kcal per mole) of relative energy (zero: lowest compared OMol25 entry of this formula, charge and spin) for the records, taken in order: 25.1 108.9.